No. 1
Below is a molecular structure, C2H4Br3NO2, with properties calculated with ωB97M-V with the def2-TZVPD basis set.

The spin multiplicity is 1. For the energy above the lowest of the compared OMol25 structures with the same formula, charge and spin, the calculation gives 0.00 kJ/mol. The value obtained for the strongest force on any atom is 0.35 eV/Å.

Structure (XYZ):
```
12
Properties=species:S:1:pos:R:3:forces:R:3
C 0.115919 -1.317345 1.814239 0.0577 -0.3283 -0.1165
N -0.965708 -0.479728 1.244731 0.2312 0.0838 -0.2332
O -1.534157 0.271459 1.998735 -0.1808 0.1054 0.0516
O -1.181287 -0.586165 0.051017 -0.1509 0.0304 0.0615
H 0.433897 -2.004260 1.040195 0.0341 -0.0406 0.0108
H -0.294673 -1.836878 2.673254 0.0448 0.0515 0.0820
H 0.929456 -0.660468 2.102949 -0.0526 0.0960 0.0743
C 0.397111 1.217955 -2.170567 0.2015 0.2369 0.1012
Br 1.468426 0.683326 -3.673864 -0.0784 -0.0888 -0.0045
Br -0.543360 2.854636 -2.537005 -0.0492 -0.0888 0.0114
Br 1.499630 1.410022 -0.593821 -0.0004 -0.0043 0.0033
H -0.325254 0.447445 -1.949864 -0.0569 -0.0531 -0.0418
```
Forces are in eV/Å.



No. 2
Below is a molecular structure, C40H31N4O5S2SnTe in a non-equilibrium geometry, with properties calculated with ωB97M-V with the def2-TZVPD basis set.

Its charge is +1. The spin multiplicity is 1. For the energy above the lowest of the compared OMol25 structures with the same formula, charge and spin, the calculation gives 114.26 kJ/mol. The value obtained for the strongest force on any atom is 1.83 eV/Å.

Structure (XYZ):
```
84
Properties=species:S:1:pos:R:3:forces:R:3
Sn -0.731972 0.420164 0.203444 -1.6716 0.6902 -0.2658
C -2.183225 3.498058 3.381206 -0.0048 0.0127 -0.0058
C -1.510824 2.479895 2.694178 -0.0694 0.0217 0.0026
N -1.510312 2.398316 1.380095 0.1525 0.0476 0.1129
C -2.134099 3.351099 0.668991 0.0745 0.0091 -0.0878
C -2.853882 4.391187 1.260476 0.0165 -0.0090 -0.0212
C -2.874477 4.440445 2.665009 0.0046 -0.0280 0.0151
C -3.516947 5.355497 0.427467 -0.0056 0.0009 0.0070
C -3.417614 5.296049 -0.915015 0.0103 -0.0021 -0.0016
C -2.644734 4.265213 -1.551057 -0.0005 -0.0375 0.0571
C -2.477328 4.184628 -2.941161 -0.0060 0.0145 -0.0259
C -1.707609 3.181779 -3.474033 0.0059 -0.0053 -0.0196
C -1.116541 2.258356 -2.610171 -0.1004 0.0295 0.0061
N -1.268370 2.303929 -1.301476 0.3377 0.0444 0.0096
C -2.015840 3.290621 -0.765367 0.0094 0.0199 0.0296
H -2.154529 3.518189 4.461013 -0.0215 -0.0052 0.0018
H -0.977743 1.706420 3.231082 -0.0202 -0.0401 -0.0127
H -3.426892 5.225473 3.165446 0.0071 0.0154 0.0047
H -4.095882 6.135930 0.903897 0.0128 0.0161 0.0024
H -3.909760 6.030226 -1.539243 -0.0057 -0.0030 -0.0083
H -2.950975 4.919027 -3.580283 -0.0029 0.0058 -0.0022
H -1.547340 3.098256 -4.539380 -0.0117 -0.0105 -0.0024
H -0.493646 1.458227 -2.989743 0.0283 0.0193 -0.0176
S -1.464391 -0.931363 2.118175 0.2373 -0.2797 0.1234
C -3.138283 -1.354944 1.758631 0.0994 0.0707 -0.0882
C -3.689670 -2.393520 2.508320 -0.1764 0.0513 0.0684
C -5.014675 -2.758172 2.340335 0.0497 0.0242 -0.0656
C -5.792896 -2.107747 1.388613 0.0740 0.0292 0.0122
C -5.231055 -1.123806 0.593418 -0.0808 -0.0685 0.0343
C -3.903210 -0.736571 0.765549 0.3388 0.0266 -0.2831
S -3.223513 0.454012 -0.345249 -0.1460 0.0154 0.1327
H -3.074684 -2.894356 3.245181 -0.0133 -0.0007 0.0359
H -5.435136 -3.551137 2.943127 -0.0104 -0.0022 0.0165
H -6.831825 -2.377345 1.256990 -0.0073 -0.0140 -0.0178
H -5.820036 -0.635128 -0.171893 -0.0221 -0.0288 -0.0112
N -0.914202 -4.775350 0.691048 0.0615 0.0295 -0.0242
C -1.130153 -4.882290 -0.643127 -0.0546 0.0030 0.0876
O -1.182898 -5.938338 -1.235103 -0.0058 -0.0126 -0.0300
C -1.300980 -3.584266 -1.384130 0.0334 0.0105 -0.1150
C -1.978030 -3.579957 -2.595213 -0.0192 -0.0265 0.0557
C -2.132545 -2.382581 -3.273056 0.0708 0.0381 0.0073
C -1.606428 -1.228397 -2.722426 -0.0206 0.0579 -0.1173
N -0.926544 -1.232756 -1.575663 0.4449 -0.1892 0.6984
C -0.773340 -2.391771 -0.926487 0.0870 -0.1772 -0.0168
H -0.829373 -5.629859 1.215627 -0.0188 -0.0016 0.0013
H -1.042125 -3.911756 1.192050 -0.0344 0.0075 0.0172
H -2.375063 -4.511665 -2.975969 0.0044 -0.0045 -0.0136
H -2.663916 -2.334869 -4.212414 0.0005 0.0163 -0.0044
H -1.744370 -0.273541 -3.208348 -0.0509 0.0055 0.0224
H -0.206750 -2.351096 -0.002662 -0.0039 -0.0272 -0.0777
C 2.793901 -0.781706 -1.429683 0.0270 0.0134 -0.0980
Te 2.019010 1.211039 -1.584430 0.1934 -0.2762 -0.0259
C 2.391719 0.952312 -3.677005 -0.0325 0.0452 -0.0150
C 3.412005 -0.156273 -3.770752 -0.0154 0.0203 -0.0557
C 4.151264 -0.352321 -4.933098 -0.0115 -0.0207 -0.0125
C 5.067162 -1.387832 -5.013036 -0.0043 -0.0051 0.0082
C 5.246547 -2.239507 -3.930706 -0.0063 0.0131 0.0032
C 4.514746 -2.046543 -2.770927 0.0156 0.0046 -0.0117
C 3.601413 -1.000526 -2.681817 0.0113 0.0018 0.0442
H 1.955385 -1.472774 -1.365543 -0.0211 0.0249 0.0421
H 3.380259 -0.871591 -0.519721 0.0622 -0.0067 -0.0124
H 2.772594 1.888498 -4.079942 -0.0077 0.0080 -0.0108
H 1.470433 0.699860 -4.204172 0.0037 -0.0313 -0.0074
H 4.011682 0.311894 -5.777225 -0.0013 0.0108 -0.0037
H 5.645274 -1.528235 -5.916099 0.0050 -0.0017 -0.0108
H 5.964203 -3.046567 -3.987987 0.0002 -0.0114 -0.0026
H 4.655974 -2.707946 -1.924933 0.0136 0.0050 0.0150
O 1.153190 -0.840406 0.989485 0.1531 0.1988 0.0451
C 1.491952 0.211129 1.589439 0.1299 -0.1237 -0.6165
O 0.919342 1.312626 1.209212 -0.1764 -0.2474 0.4505
C 2.501395 0.228858 2.643873 0.0464 -0.0056 0.0107
C 2.739482 1.400381 3.352592 0.0502 0.0086 -0.0160
C 3.695229 1.444112 4.366152 0.0005 -0.0148 -0.0042
C 4.384584 0.280771 4.611667 -0.0208 0.0143 -0.0265
O 5.353087 0.071375 5.529887 0.0113 -0.0133 0.0195
C 5.783572 -1.286937 5.370336 0.0002 -0.0123 0.0001
O 4.967228 -1.878082 4.357503 0.0158 -0.0096 0.0285
C 4.147553 -0.892398 3.900535 -0.0133 0.0218 -0.0268
C 3.209606 -0.959427 2.912011 -0.0038 0.0210 0.0567
H 2.176829 2.288290 3.100692 -0.0088 0.0005 0.0037
H 3.892597 2.343331 4.930200 0.0088 0.0164 0.0064
H 5.642185 -1.820338 6.309740 0.0124 0.0051 -0.0094
H 6.826763 -1.296999 5.051744 -0.0114 -0.0022 0.0099
H 3.008450 -1.866456 2.361337 -0.0025 -0.0110 -0.0041
```
Forces are in eV/Å.



No. 3
Below is a molecular structure, C24H25Cl3N3O2P2SV in a non-equilibrium geometry, with properties calculated with ωB97M-V with the def2-TZVPD basis set.

The spin multiplicity is 3. As for the expectation value of S²: 2.024. For the energy above the lowest of the compared OMol25 structures with the same formula, charge and spin, the calculation gives 112.47 kJ/mol. The value obtained for the strongest force on any atom is 3.76 eV/Å.

Structure (XYZ):
```
61
Properties=species:S:1:pos:R:3:forces:R:3
V -0.338022 -0.291071 0.265359 1.0170 -1.5269 -3.2876
N 0.649334 -3.835823 2.576081 -0.0301 -0.2145 0.2428
C 0.205335 -2.791142 1.832560 0.1499 0.2733 -0.5420
S 1.368141 -2.040288 0.798997 0.2398 -0.2825 -0.1823
N -1.053524 -2.501786 1.906615 -0.2564 -1.4382 1.4177
N -1.543061 -1.500013 1.155553 -2.0145 -0.4490 0.6203
C -2.821286 -1.301178 1.324049 0.6209 -0.5935 0.2665
C -3.598543 -0.362662 0.593632 -0.0286 0.8934 -0.7908
C -4.971613 -0.221495 0.851708 0.2973 -0.1082 -0.0151
C -5.753419 0.650148 0.129477 -0.2193 -0.0163 0.1123
C -5.176209 1.408509 -0.885261 0.0273 -0.0252 0.0608
C -3.828996 1.310293 -1.150268 0.2786 -0.0665 0.0094
C -2.998791 0.440804 -0.420200 -1.5359 -0.0869 0.3306
O -1.724205 0.405342 -0.670409 -0.8824 0.8953 -1.0591
H 1.642730 -3.931217 2.696343 -0.1016 0.0004 0.0407
H 0.033885 -4.181732 3.294475 0.0691 0.0216 0.0069
H -3.329621 -1.923691 2.061791 0.1608 -0.0296 -0.1072
H -5.402681 -0.819548 1.642816 -0.0800 -0.0546 0.0565
H -6.806376 0.755025 0.355508 0.0111 -0.0431 -0.0179
H -5.789243 2.086931 -1.461697 -0.0094 0.0668 -0.0311
H -3.364985 1.921164 -1.911316 0.0385 0.0242 -0.0982
C -0.227680 -3.340153 -1.982208 -0.0344 0.1926 0.2757
P 0.043247 -1.536802 -1.752642 0.3842 -0.8430 -1.6133
C -0.713685 -0.959851 -3.336687 0.0058 0.0287 0.2696
C 1.816351 -1.288253 -2.132204 0.1022 0.1200 0.0803
C 2.620979 -2.245608 -2.735587 -0.0220 0.0721 -0.0006
C 3.977405 -2.017001 -2.901261 -0.0007 -0.0753 -0.0185
C 4.538453 -0.823028 -2.480402 0.0746 0.0383 -0.0074
C 3.740487 0.154713 -1.908962 0.0477 -0.0128 -0.0819
C 2.383401 -0.072850 -1.722072 -0.0174 -0.0837 0.0487
P 1.285449 1.102259 -0.858836 1.1383 0.9192 -0.8043
C 0.948410 2.345519 -2.171822 -0.1795 -0.1760 0.2288
C 2.422737 2.115463 0.163885 -0.1960 -0.2247 0.0159
H 0.381069 -3.910867 -1.281776 -0.0336 0.0460 -0.0100
H -0.016698 -3.645809 -3.008506 -0.0058 0.0557 0.0403
H -1.282625 -3.530704 -1.771257 0.0489 -0.0430 -0.0096
H -0.107856 -1.272527 -4.190104 -0.0964 -0.0111 0.0592
H -0.802046 0.124659 -3.320853 -0.0518 -0.0063 -0.0594
H -1.715522 -1.385118 -3.413883 -0.0205 0.0631 -0.0484
H 2.200975 -3.190060 -3.045788 -0.0356 -0.1029 -0.0331
H 4.599500 -2.784255 -3.341325 0.0327 -0.0174 -0.0180
H 5.602612 -0.660457 -2.577367 0.0455 0.0314 -0.0620
H 4.190508 1.088639 -1.597325 -0.0017 -0.0164 0.0539
H 1.891563 2.679186 -2.610897 -0.1071 0.0003 0.0227
H 0.433712 3.184378 -1.698522 0.0078 0.0284 -0.1162
H 0.307086 1.927791 -2.944169 -0.0032 0.0484 -0.0379
H 3.136453 2.656333 -0.458127 -0.0062 -0.0219 0.0341
H 2.945922 1.472560 0.870621 0.0383 0.0309 0.0452
H 1.823025 2.837879 0.723336 0.0579 -0.0360 -0.0299
Cl 1.072877 4.483967 5.757274 0.0156 0.3143 0.2545
C 0.853482 3.293984 4.530319 -0.0572 -0.2483 -0.3434
C -0.222631 3.395948 3.655273 0.1381 0.0935 0.1672
C -0.383534 2.425502 2.693169 0.5562 -0.7137 -0.0556
Cl -1.633856 2.447010 1.507234 -0.3680 0.6341 0.2464
C 0.483367 1.307431 2.586155 0.3096 1.5032 1.4223
O 0.250066 0.397575 1.724331 1.0619 1.0877 3.3419
C 1.582883 1.280055 3.479377 -0.5420 -0.1260 -0.5620
Cl 2.702961 -0.022790 3.309875 0.1330 0.0128 0.1656
C 1.770052 2.256981 4.432465 -0.2133 0.1614 0.0137
H -0.913991 4.221037 3.726047 -0.0399 0.0567 0.0064
H 2.616239 2.210694 5.097408 0.0823 -0.0202 0.0854
```
Forces are in eV/Å.



No. 4
Below is a molecular structure, C14H24N3O3S2Y, with properties calculated with ωB97M-V with the def2-TZVPD basis set.

Its charge is +2. The spin multiplicity is 1. For the energy above the lowest of the compared OMol25 structures with the same formula, charge and spin, the calculation gives 198.27 kJ/mol. The value obtained for the strongest force on any atom is 0.71 eV/Å.

Structure (XYZ):
```
47
Properties=species:S:1:pos:R:3:forces:R:3
Y 0.892326 0.814036 1.532533 0.3450 -0.0874 -0.6098
C 5.252331 -0.353192 0.795590 0.0206 0.0385 -0.0242
O 3.965909 -0.006902 1.372739 0.1027 -0.0477 0.0344
C 3.025000 0.561963 0.598760 -0.1617 -0.0477 0.0712
O 3.171017 0.789842 -0.586787 -0.0062 -0.1645 0.0638
H 5.508072 -1.342988 1.161456 -0.0071 0.0067 0.0147
H 5.987945 0.368364 1.141406 -0.0024 0.0109 -0.0093
H 5.195854 -0.342756 -0.288327 -0.0154 -0.0092 -0.0080
N -1.370558 0.964912 0.489750 -0.0301 0.1019 -0.0596
H -1.311387 1.539698 -0.352557 0.0081 -0.0271 -0.0127
H -2.102307 1.399376 1.049379 0.0242 0.0165 0.0270
H -1.740227 0.058129 0.208141 0.0269 0.0046 -0.0095
C 3.088852 3.453836 -1.859081 0.0452 0.0988 0.0009
N 1.647737 3.661895 -1.912694 -0.0102 0.0418 0.0140
C 0.988207 4.034220 -3.172337 0.0034 -0.0178 0.0204
C -0.483871 4.208080 -2.760305 -0.0003 -0.0020 0.0066
N -0.483774 3.766148 -1.348034 0.0941 0.0555 0.0825
C 0.798210 3.589701 -0.922599 0.0223 -0.1843 -0.2556
S 1.224112 3.355666 0.722933 -0.1690 0.1763 0.4106
H 3.380707 2.835122 -2.705664 -0.0030 -0.0191 0.0322
H 3.347099 2.934957 -0.942342 -0.0117 0.1182 -0.1069
H 3.597191 4.415817 -1.920059 -0.0173 0.0229 -0.0159
H 1.132027 3.240942 -3.904980 -0.0024 -0.0130 0.0112
H 1.437305 4.948313 -3.558990 -0.0073 -0.0109 -0.0202
H -1.150645 3.586778 -3.351883 -0.0144 0.0149 0.0013
H -0.812379 5.242764 -2.833695 0.0134 0.0069 0.0104
H -1.095554 4.234250 -0.694864 -0.0488 -0.0518 -0.0109
C -5.413213 -3.352367 1.926785 -0.0224 -0.0048 0.0076
C -4.005072 -3.112337 1.475126 0.0203 0.0042 -0.0229
C -3.662705 -3.160697 0.126530 -0.0254 0.0015 0.0133
C -2.351278 -2.971525 -0.285961 -0.0048 0.0229 0.0075
C -1.369391 -2.739178 0.669254 0.0629 0.0019 -0.0596
C -1.684913 -2.683701 2.026643 -0.0043 -0.0296 0.0300
C -2.996138 -2.862660 2.416716 0.0115 0.0065 -0.0082
S 0.267956 -2.496354 0.068486 0.0944 -0.0091 -0.0344
C 1.212727 -3.683943 1.007464 -0.0529 0.0547 -0.0498
O 0.733894 -1.139492 0.655221 -0.2966 -0.0718 0.4556
H -6.118107 -3.279495 1.101673 0.0053 0.0015 -0.0037
H -5.705639 -2.644195 2.701570 0.0036 -0.0025 0.0002
H -5.499868 -4.353697 2.353435 -0.0004 0.0006 0.0003
H -4.428855 -3.353798 -0.613074 -0.0045 -0.0020 0.0047
H -2.095745 -3.015055 -1.337935 0.0070 -0.0085 0.0026
H -0.914412 -2.528249 2.773783 -0.0145 0.0129 -0.0025
H -3.251454 -2.831155 3.468738 0.0053 -0.0048 0.0006
H 1.012984 -3.576478 2.071393 0.0118 0.0087 -0.0082
H 2.261227 -3.501401 0.779609 0.0047 -0.0102 0.0018
H 0.918796 -4.673191 0.657050 0.0004 -0.0038 0.0065
```
Forces are in eV/Å.



No. 5
Below is a gas-phase ion, C7H10 (charge -1) in a non-equilibrium geometry, with properties calculated with ωB97M-V with the def2-TZVPD basis set.

Its charge is -1. The spin multiplicity is 2. As for the expectation value of S²: 0.767. For the energy above the lowest of the compared OMol25 structures with the same formula, charge and spin, the calculation gives 114.94 kJ/mol. The value obtained for the strongest force on any atom is 1.99 eV/Å.

Structure (XYZ):
```
17
Properties=species:S:1:pos:R:3:forces:R:3
C -0.081850 1.162707 -1.323584 0.4553 -0.0912 1.4250
C -1.217460 1.238353 -2.017777 0.0562 -0.7221 -0.3150
C 0.371210 -1.165508 -0.437079 -0.2704 -0.1626 0.3285
C 0.192195 0.179426 -0.231432 0.3499 0.5404 0.2928
C 0.156073 0.796541 1.087171 0.0497 0.9276 -0.6390
C -0.499002 0.280219 2.172111 -0.3172 -1.8741 0.5980
C 1.067661 -2.051538 0.565442 -1.3663 -0.5825 -0.1876
H 0.733628 1.889275 -1.323802 -0.4350 0.5001 -0.4563
H -1.898217 0.406482 -1.858475 -0.2600 0.1991 -0.1129
H -1.489848 1.979469 -2.757675 0.2381 0.1220 0.0079
H 0.066952 -1.633211 -1.369593 0.2395 0.1222 -0.1523
H 0.466742 1.839497 1.206530 -0.1458 0.0454 -0.5388
H -0.892984 0.746593 3.065820 0.5473 0.6274 -0.0779
H -0.736653 -0.786062 2.145717 -0.2856 0.1802 -0.0816
H 0.423303 -2.920448 0.811988 0.3591 -0.0758 -0.2187
H 1.988463 -2.419095 0.115054 0.3580 -0.1907 0.2903
H 1.212966 -1.604215 1.543688 0.4272 0.4347 -0.1626
```
Forces are in eV/Å.